Record 1
Formula: C17H21N6NiOSSe
Source: the Open Molecules 2025 dataset
Level of theory: ωB97M-V with the def2-TZVPD basis set

Output
Energy above the lowest of the compared OMol25 structures with the same formula, charge and spin (kcal/mol): 0.00
<S²>: 2.0282

```
! wB97M-V def2-TZVPD RIJCOSX def2/J DEFGRID3
* xyz 1 3
Ni 0.9624 -0.4065 1.1440
C 0.4639 0.3614 5.3720
C 0.8361 0.2915 3.9067
N 0.8885 -0.7452 3.0951
N 0.4950 -2.0037 3.5124
C 0.4313 -2.9832 2.5831
N -0.2587 -4.1131 2.8610
S 1.1758 -2.6731 1.0477
C 1.2382 1.5730 3.1852
C 1.5154 2.7741 3.7789
C 1.6946 3.9288 2.9880
C 1.4754 3.8050 1.5834
C 1.2819 2.5098 1.0522
N 1.3568 1.3987 1.8321
H -0.5325 0.7895 5.5903
H 1.2331 0.9500 5.8704
H 0.4652 -0.6607 5.8520
H 0.2687 -2.1485 4.4949
H -0.7736 -4.2025 3.7319
H -0.1499 -4.7910 2.1467
H 1.5293 2.7595 4.8561
H 1.9664 4.8966 3.3134
H 1.4480 4.6549 0.8829
H 1.0803 2.2511 -0.0144
C -1.8582 -0.5141 0.0996
O -0.6970 0.0294 -0.2393
H -1.9348 -1.6315 -0.1242
H -2.6558 -0.0612 -0.5445
H -2.1061 -0.2443 1.1795
C 0.1770 -2.5880 -2.8781
N -0.0976 -1.1622 -2.8729
C 0.4928 -0.1937 -2.1139
Se 2.0460 -0.3554 -1.0822
N 0.1417 1.0346 -2.6650
C -0.6900 0.8360 -3.7748
C -1.1174 1.7872 -4.7039
C -1.7320 1.2650 -5.8513
C -1.9989 -0.1056 -5.9742
C -1.5252 -1.0393 -5.0098
C -0.9108 -0.5205 -3.8852
H 0.6601 -2.8143 -1.9317
H 0.8172 -2.7934 -3.7512
H -0.7151 -3.2031 -2.9622
H 0.4618 1.8976 -2.2486
H -0.7934 2.8646 -4.5981
H -2.0343 1.9518 -6.6144
H -2.4094 -0.5825 -6.8950
H -1.6122 -2.0733 -5.2247
*
```

Record 2
Formula: C5H5I2N
Source: the Open Molecules 2025 dataset
Level of theory: ωB97M-V with the def2-TZVPD basis set

Output
Energy above the lowest of the compared OMol25 structures with the same formula, charge and spin (kcal/mol): 18.78

```
! wB97M-V def2-TZVPD RIJCOSX def2/J DEFGRID3
* xyz 0 1
C 0.9759 -0.1239 -0.9925
C -0.1982 -0.6814 -1.2256
C 0.3930 0.0923 1.4381
C 1.1318 0.7630 0.2723
C -1.3880 -0.4225 0.1510
N -0.7414 -0.5077 1.3307
I -2.2041 1.5789 -0.1224
I -2.9280 -1.8982 -0.1801
H 1.7665 -0.1832 -1.7548
H -0.4088 -1.4093 -2.0135
H 1.0062 0.0287 2.3692
H 2.1268 1.0647 0.6609
H 0.4684 1.6987 0.0666
*
```

Record 3
Formula: C9H7NOS4Se2Te2Y
Source: the Open Molecules 2025 dataset
Level of theory: ωB97M-V with the def2-TZVPD basis set

Output
Energy above the lowest of the compared OMol25 structures with the same formula, charge and spin (kcal/mol): 0.27

```
! wB97M-V def2-TZVPD RIJCOSX def2/J DEFGRID3
* xyz -1 1
Y -0.1289 0.1040 0.7620
O 5.3543 4.6067 -0.2248
C 4.4172 3.8594 -0.0797
S 2.9506 4.2699 0.8120
C 2.1046 2.7435 0.5887
C 2.7462 1.8045 -0.1174
S 2.1898 0.1906 -0.5245
S 4.3434 2.2153 -0.7200
S 0.5179 2.6571 1.3151
Se -2.3598 0.1775 -1.0302
Te -3.5402 -0.9836 0.8694
Te -2.3766 0.2817 2.9795
Se -0.3271 -1.1268 3.3466
N -0.1949 -2.3656 0.0326
C 0.9858 -2.9378 -0.5182
C 1.9187 -3.5547 0.3070
C 3.0958 -4.0449 -0.2333
C 3.3507 -3.9263 -1.5923
C 2.4163 -3.3093 -2.4094
C 1.2354 -2.8149 -1.8791
H -0.4847 -2.8184 0.8938
H -0.9827 -2.3620 -0.6085
H 1.7245 -3.6256 1.3711
H 3.8233 -4.5136 0.4172
H 4.2766 -4.3003 -2.0092
H 2.6101 -3.1941 -3.4681
H 0.5187 -2.3048 -2.5119
*
```

Record 4
Formula: C3H7N
Source: the Open Molecules 2025 dataset
Level of theory: ωB97M-V with the def2-TZVPD basis set

Output
Energy above the lowest of the compared OMol25 structures with the same formula, charge and spin (kcal/mol): 31.57
SMILES string: C=CCN

```
! wB97M-V def2-TZVPD RIJCOSX def2/J DEFGRID3
* xyz 0 1
C -0.5695 0.1720 0.6019
C -0.1929 -0.8146 -0.3894
C 0.2395 -0.3857 -1.6191
H 1.3871 0.6085 1.0168
H 0.3860 1.3517 2.0705
H -1.5787 -0.1171 0.9996
H -0.8011 1.0914 0.0931
H -0.0194 -1.8308 -0.0985
H -0.1020 0.6693 -1.9089
H 0.7804 -1.0969 -2.2958
N 0.4705 0.3523 1.5298
*
```

Record 5
Formula: C3H4FeO3
Source: the Open Molecules 2025 dataset
Level of theory: ωB97M-V with the def2-TZVPD basis set

Output
Energy above the lowest of the compared OMol25 structures with the same formula, charge and spin (kcal/mol): 0.00
<S²>: 8.7609

```
! wB97M-V def2-TZVPD RIJCOSX def2/J DEFGRID3
* xyz 3 6
H -2.2531 2.1747 0.8542
O 0.1341 0.6919 0.5595
Fe 1.8343 0.0105 0.4210
C -0.7704 1.0955 -0.1778
C -2.1605 1.2504 0.2641
H -0.5386 1.2916 -1.2392
H -2.8068 1.2520 -0.6281
H -2.4408 0.3694 0.8639
O 2.7716 -1.6167 -0.0012
C 3.0446 -2.7071 -0.3282
O 3.1855 -3.8120 -0.5883
*
```

Record 6
Formula: C45H37BrCl3CrF3GeN3O6
Source: the Open Molecules 2025 dataset
Level of theory: ωB97M-V with the def2-TZVPD basis set

Output
<S²>: 6.1351
Calculated total energy (eV): -264721.9860

```
! wB97M-V def2-TZVPD RIJCOSX def2/J DEFGRID3
* xyz -1 5
Cr 0.7001 -0.2869 1.0847
O -1.7846 4.4312 -0.5157
C -2.0290 3.9341 0.7349
C -2.7199 4.6700 1.6901
C -2.9714 4.1305 2.9412
C -2.5339 2.8519 3.2431
C -1.8368 2.1251 2.2909
C -1.5802 2.6491 1.0344
C -0.8116 1.8410 -0.0066
O -0.8917 0.4953 0.2371
N 0.5862 2.2891 -0.0683
N 1.5356 1.2563 -0.1072
C 2.7811 1.7281 -0.1214
C 3.9682 1.0737 -0.4424
Br 3.8204 -0.8090 -0.8133
C 5.2472 1.5873 -0.5879
C 5.6650 2.9535 -0.7343
C 7.0296 3.2672 -0.5541
C 7.5100 4.5487 -0.7320
C 6.6517 5.5807 -1.0993
C 5.3077 5.2939 -1.3022
C 4.8214 4.0104 -1.1322
H -2.0769 5.3458 -0.5550
H -3.0643 5.6705 1.4458
H -3.4976 4.7144 3.6860
H -2.7256 2.4166 4.2148
H -1.4882 1.1250 2.5149
H -1.2505 2.0755 -0.9888
H 0.8053 2.9803 0.6490
H 2.8923 2.7860 0.1064
H 6.0485 0.8599 -0.6535
H 7.7131 2.4784 -0.2613
H 8.5643 4.7491 -0.5787
H 7.0279 6.5877 -1.2284
H 4.6307 6.0848 -1.6028
H 3.7843 3.8079 -1.3585
F 3.6737 -4.7731 5.4334
C 4.0083 -4.7608 4.1313
F 3.6651 -5.9640 3.6333
F 5.3567 -4.7140 4.0947
C 3.3797 -3.6364 3.3836
C 2.8850 -3.8534 2.1035
C 2.2842 -2.7965 1.4470
N 2.1830 -1.5597 1.9526
C 2.6989 -1.3661 3.1771
C 3.2814 -2.3617 3.9254
H 2.9662 -4.8249 1.6374
H 2.1466 -3.6958 -0.2334
H 2.6283 -0.3490 3.5400
H 3.6597 -2.1543 4.9158
Cl 2.9161 2.2157 5.4052
C 1.2563 2.2852 4.7635
Cl 0.3962 0.8118 5.2548
Cl 0.4557 3.6975 5.4447
C 1.3667 2.3560 3.1700
O 1.3137 3.4741 2.6781
O 1.5544 1.2305 2.6502
O 1.7306 -2.9565 0.2260
C -0.5690 -1.7266 1.3549
O -0.5030 -1.2097 2.4629
C -1.5093 -2.8436 1.0229
C -1.6456 -3.2522 -0.4559
Ge -2.5126 -1.9543 -1.7128
C -4.0459 -1.1425 -0.7687
C -4.1147 0.1975 -0.4042
C -5.1735 0.6706 0.3585
C -6.1797 -0.1938 0.7634
C -6.1340 -1.5307 0.3902
C -5.0737 -1.9981 -0.3717
C -3.3529 -3.2251 -3.0134
C -4.3737 -2.8176 -3.8710
C -4.9103 -3.6767 -4.8179
C -4.4441 -4.9798 -4.9189
C -3.4310 -5.4075 -4.0750
C -2.8870 -4.5323 -3.1455
C -1.4232 -0.8560 -2.9120
C -2.0619 0.0631 -3.7388
C -1.3308 0.8441 -4.6222
C 0.0459 0.6935 -4.6976
C 0.6860 -0.2326 -3.8878
C -0.0438 -0.9963 -2.9906
H -2.4897 -2.5668 1.4251
H -1.1444 -3.7043 1.5982
H -2.2860 -4.1352 -0.4811
H -0.6623 -3.5202 -0.8394
H -3.3247 0.8696 -0.7001
H -5.1995 1.7148 0.6452
H -6.9970 0.1708 1.3732
H -6.9202 -2.2087 0.7002
H -5.0431 -3.0415 -0.6708
H -4.7576 -1.8061 -3.7881
H -5.6927 -3.3320 -5.4829
H -4.8633 -5.6545 -5.6547
H -3.0607 -6.4236 -4.1435
H -2.0810 -4.8782 -2.5093
H -3.1396 0.1776 -3.6792
H -1.8328 1.5787 -5.2397
H 0.6211 1.3065 -5.3798
H 1.7594 -0.3575 -3.9532
H 0.4672 -1.6902 -2.3324
*
```

Record 7
Formula: C6H5I3O
Source: the Open Molecules 2025 dataset
Level of theory: ωB97M-V with the def2-TZVPD basis set

Output
Energy above the lowest of the compared OMol25 structures with the same formula, charge and spin (kcal/mol): 0.00

```
! wB97M-V def2-TZVPD RIJCOSX def2/J DEFGRID3
* xyz 0 1
C 2.2118 0.3972 -0.0924
C 3.0962 -0.2413 -0.9353
C 0.8864 0.0386 -0.0645
C 0.1284 -2.2646 0.1584
C 0.4018 -1.1591 -0.8315
C -0.1390 0.7296 0.7508
O -0.9044 -2.5520 0.6488
I 2.7629 2.1066 1.1906
I 5.1123 0.0756 -0.8376
I 1.9439 -3.3018 0.7296
H -0.5449 -0.9210 -1.3270
H 1.1589 -1.4624 -1.5564
H -1.1327 0.3335 0.5635
H -0.1358 1.8008 0.5397
H 0.0808 0.6286 1.8157
*
```

Record 8
Formula: C5H7N3
Source: the Open Molecules 2025 dataset
Level of theory: ωB97M-V with the def2-TZVPD basis set

Output
Energy above the lowest of the compared OMol25 structures with the same formula, charge and spin (kcal/mol): 110.70

```
! wB97M-V def2-TZVPD RIJCOSX def2/J DEFGRID3
* xyz 0 1
C -1.2296 -0.2504 -0.0294
C 1.0309 -0.5197 -0.2577
C 0.8532 0.8577 -0.4886
C 0.4156 1.5651 0.7402
C -0.6768 1.0972 -0.3568
H -2.7612 -1.3976 0.0512
H -0.4963 -2.1371 0.9148
H 3.0478 -0.4902 -0.2119
H 1.7896 1.2303 -1.1336
H 0.5392 2.4861 0.4239
H 0.6632 1.1699 1.6902
H -1.3546 1.8774 -0.6990
N -2.5212 -0.4170 0.0288
N -0.2593 -1.2301 0.0250
N 2.2395 -1.1012 0.1346
*
```

Record 9
Formula: C2H3LaO2
Source: the Open Molecules 2025 dataset
Level of theory: ωB97M-V with the def2-TZVPD basis set

Output
Energy above the lowest of the compared OMol25 structures with the same formula, charge and spin (kcal/mol): 0.00
<S²>: 0.7510

```
! wB97M-V def2-TZVPD RIJCOSX def2/J DEFGRID3
* xyz 1 2
C -1.1667 0.0744 0.8978
C -2.1763 0.4583 0.2012
O -2.9734 0.8975 -0.5705
H -1.1500 -0.6160 1.7360
La 0.9702 1.5871 0.2979
O 2.0029 -0.4723 -0.7708
H 1.5378 -1.3226 -0.9160
H 2.9555 -0.6064 -0.8757
*
```

Record 10
Formula: C3H5N3
Source: the Open Molecules 2025 dataset
Level of theory: ωB97M-V with the def2-TZVPD basis set

Output
Energy above the lowest of the compared OMol25 structures with the same formula, charge and spin (kcal/mol): 93.33

```
! wB97M-V def2-TZVPD RIJCOSX def2/J DEFGRID3
* xyz 0 1
N 1.6277 0.6000 -0.6219
C 0.5698 0.2639 0.0910
C -0.6013 0.2625 -0.7522
C -1.4722 -0.6407 0.0044
N -0.9763 -0.9918 1.1523
N 0.2740 -0.3510 1.2527
H 2.5018 0.9190 -0.2120
H 0.6246 0.4460 -1.5602
H -1.0128 1.2451 -0.9942
H -2.4679 -0.9882 -0.2545
H 0.9326 -0.7647 1.8946
*
```

Record 11
Formula: C21H27N5O4
Source: the Open Molecules 2025 dataset
Level of theory: ωB97M-V with the def2-TZVPD basis set

Output
Energy above the lowest of the compared OMol25 structures with the same formula, charge and spin (kcal/mol): 50.02
SMILES string: COc1cccc(C(=O)NCC(=O)N2CCC3(CC2)NCCc2[nH]cnc23)c1OC

```
! wB97M-V def2-TZVPD RIJCOSX def2/J DEFGRID3
* xyz 0 1
C 6.9580 0.1646 1.4987
H 6.1650 0.6151 2.0984
O 6.5928 -1.1128 1.0233
C 5.4068 -1.3254 0.3971
C 5.1249 -2.6749 0.1609
C 3.9654 -3.0691 -0.4689
C 3.0385 -2.1188 -0.8565
C 3.2832 -0.7743 -0.6190
C 4.4785 -0.3611 -0.0165
O 4.7255 0.9978 0.1590
C 5.0379 1.6866 -1.0361
H 5.9796 1.3244 -1.4645
H 5.1414 2.7348 -0.7611
H 4.2477 1.5786 -1.7847
C 2.2252 0.1912 -1.0505
O 1.5833 0.0348 -2.0765
N 1.9919 1.2046 -0.1921
H 2.5728 1.3075 0.6259
C 1.0171 2.2415 -0.4395
C -0.0482 2.2735 0.6652
O -0.0144 3.1544 1.5093
N -0.9522 1.2819 0.6848
C -1.1701 0.2595 -0.3117
H -0.3558 0.2112 -1.0303
C -2.4872 0.5192 -1.0434
H -2.4483 1.4783 -1.5623
H -2.6406 -0.2660 -1.7836
C -3.6734 0.5630 -0.0606
C -3.9523 -0.8027 0.4995
C -5.0744 -1.5209 0.1834
N -4.9711 -2.7015 0.8698
C -3.8015 -2.6455 1.5568
N -3.1691 -1.5251 1.3551
H -3.4532 -3.4378 2.1881
H -5.6334 -3.4594 0.8567
C -6.1539 -1.0870 -0.7375
H -7.0244 -0.7349 -0.1720
H -6.4814 -1.9032 -1.3857
C -5.5619 0.0691 -1.5720
N -4.8587 1.0547 -0.7782
H -5.5033 1.4659 -0.1099
H -6.3556 0.5846 -2.1178
H -4.8576 -0.3398 -2.2997
C -3.3466 1.5763 1.0471
C -1.9938 1.2876 1.6920
H -1.7495 2.0570 2.4258
H -2.0213 0.3042 2.1693
H -4.1230 1.5475 1.8146
H -3.3355 2.5728 0.6009
H -1.2374 -0.7016 0.2091
H 1.5101 3.2195 -0.4254
H 0.5834 2.0700 -1.4264
H 2.1172 -2.3956 -1.3443
H 3.7806 -4.1163 -0.6511
H 5.8613 -3.3943 0.4827
H 7.8368 -0.0056 2.1210
H 7.2242 0.8420 0.6834
*
```

Record 12
Formula: C4H4O2Sm
Source: the Open Molecules 2025 dataset
Level of theory: ωB97M-V with the def2-TZVPD basis set

Output
<S²>: 15.7796
Calculated total energy (eV): -26172.9639

```
! wB97M-V def2-TZVPD RIJCOSX def2/J DEFGRID3
* xyz 3 8
O -2.9686 0.8075 -0.4476
C -2.1626 -0.1009 -0.2982
C -0.9085 -0.1471 -0.5331
C 0.4493 -0.5849 -0.4876
C 1.4811 0.3828 -0.0080
H 0.7505 -1.3490 -1.2089
H 2.4800 0.2702 -0.4289
H 1.1715 1.3592 0.3647
H -2.3159 1.5941 -0.8760
Sm 0.9700 -1.5173 3.1249
O 1.0532 -0.7145 0.7987
*
```